ORCA calculation (ωB97M-V/def2-TZVPD) on a cluster of 8 separate species, C14H44O8 in total at a distorted geometry.

XYZ file:
```
66
C14H44O8 ωB97M-V/def2-TZVPD
C 2.169 -0.468 3.286
C 1.749 0.745 2.422
C 2.716 1.917 2.603
O 1.725 0.379 1.045
H 2.364 -0.235 4.331
H 3.084 -0.860 2.837
H 1.396 -1.226 3.163
H 0.767 1.122 2.709
H 2.602 2.422 3.564
H 2.576 2.689 1.845
H 3.762 1.603 2.555
H 2.618 0.468 0.668
C 0.888 -2.561 -2.117
C 0.796 -4.046 -2.473
C 2.041 -4.595 -3.170
O 0.587 -4.794 -1.264
H -0.034 -2.217 -1.652
H 0.980 -1.951 -3.020
H 1.793 -2.304 -1.566
H -0.044 -4.211 -3.152
H 2.010 -5.681 -3.260
H 2.892 -4.406 -2.506
H 2.352 -4.108 -4.093
H 0.159 -5.634 -1.453
C 0.069 5.023 -2.573
C 0.338 3.613 -1.970
C 0.610 3.757 -0.474
O -0.813 2.829 -2.189
H -0.710 5.491 -1.971
H -0.231 4.977 -3.618
H 0.996 5.586 -2.458
H 1.170 3.150 -2.510
H 1.524 4.336 -0.321
H 0.773 2.807 0.040
H -0.253 4.217 0.007
H -0.701 1.985 -1.726
C -4.641 -1.932 0.471
O -5.508 -1.088 1.218
H -3.569 -1.759 0.567
H -4.863 -2.985 0.660
H -4.818 -1.788 -0.598
H -4.915 -0.645 1.833
C -1.611 0.189 0.233
O -0.545 0.430 -0.654
H -2.516 -0.024 -0.333
H -1.404 -0.710 0.823
H -1.759 0.946 1.006
H 0.267 0.275 -0.154
C -1.462 -3.856 1.517
O -1.312 -3.360 0.199
H -2.281 -4.579 1.562
H -0.566 -4.398 1.828
H -1.671 -3.076 2.250
H -0.502 -3.738 -0.173
C 3.655 1.256 -1.613
O 3.981 0.497 -0.474
H 4.218 0.954 -2.499
H 2.604 1.020 -1.777
H 3.819 2.325 -1.463
H 4.861 0.707 -0.148
C -3.701 2.560 2.263
O -4.806 2.217 3.083
H -2.780 2.074 2.583
H -3.904 2.177 1.258
H -3.506 3.627 2.138
H -5.484 2.859 2.854
```

HOMO energy (eV): -9.54
SMILES string: CC(C)O.CC(C)O.CC(C)O.CO.CO.CO.CO.CO

Löwdin population analysis, charges in e, atoms 1 to 6: atom 1 (C): -0.039, atom 2 (C): -0.459, atom 3 (C): -0.058, atom 4 (O): -0.090, atom 5 (H): 0.078, atom 6 (H): 0.079

---

ORCA calculation (ωB97M-V/def2-TZVPD) on a structure of composition C14H46BKO14 at a distorted geometry.

XYZ file:
```
76
C14H46BKO14 ωB97M-V/def2-TZVPD
K -1.182 -25.255 -1.869
B 1.160 -23.623 -0.512
H 1.982 -22.896 -0.989
H 1.295 -23.652 0.682
H 0.093 -23.161 -0.758
H 1.333 -24.730 -0.869
C -2.741 -23.753 1.556
C -3.987 -24.598 1.725
O -4.981 -23.792 2.348
O -1.762 -24.603 0.953
H -2.444 -23.436 2.556
H -2.892 -22.882 0.914
H -3.720 -25.422 2.396
H -4.348 -25.025 0.786
H -5.849 -24.117 2.099
H -0.937 -24.110 0.819
C -0.564 -23.435 5.551
C -0.076 -23.236 4.141
O 1.304 -23.454 4.025
O -0.446 -24.808 5.972
H -1.608 -23.130 5.576
H 0.071 -22.894 6.257
H -0.389 -22.260 3.741
H -0.649 -23.921 3.495
H 1.530 -23.828 3.167
H 0.433 -24.895 6.347
C 5.704 -21.051 -0.324
C 4.459 -20.358 -0.810
O 4.370 -20.404 -2.236
O 6.857 -20.228 -0.552
H 5.843 -21.988 -0.871
H 5.658 -21.233 0.750
H 4.554 -19.306 -0.513
H 3.551 -20.762 -0.357
H 3.446 -20.567 -2.449
H 7.387 -20.600 -1.259
C 1.723 -28.071 -0.480
C 0.414 -28.435 0.205
O -0.314 -27.252 0.466
O 1.410 -27.320 -1.667
H 2.353 -28.916 -0.751
H 2.282 -27.374 0.150
H 0.556 -29.074 1.082
H -0.177 -29.038 -0.491
H 0.036 -26.854 1.272
H 1.458 -26.403 -1.374
C 0.479 -20.428 1.007
C 0.556 -18.997 1.506
O 1.895 -18.490 1.550
O 1.677 -21.119 1.329
H 0.287 -20.483 -0.071
H -0.358 -20.963 1.481
H 0.201 -18.943 2.542
H -0.038 -18.356 0.859
H 2.395 -19.200 1.970
H 1.656 -21.959 0.841
C 4.055 -24.736 2.062
C 3.414 -26.036 2.514
O 1.995 -25.922 2.438
O 3.852 -24.518 0.689
H 5.139 -24.778 2.234
H 3.756 -23.913 2.721
H 3.700 -26.297 3.538
H 3.799 -26.871 1.921
H 1.558 -26.088 3.278
H 3.221 -23.805 0.532
C 0.515 -20.887 -3.660
C 0.715 -19.529 -4.307
O -0.035 -19.439 -5.545
O 1.486 -20.982 -2.651
H 0.635 -21.627 -4.460
H -0.522 -20.941 -3.306
H 1.769 -19.440 -4.575
H 0.377 -18.716 -3.663
H 0.120 -18.536 -5.835
H 1.565 -21.898 -2.352
```

HOMO energy (eV): -9.05

Löwdin population analysis, charges in e, atoms 1 to 6: atom 1 (K): 0.865, atom 2 (B): -0.384, atom 3 (H): 0.005, atom 4 (H): 0.001, atom 5 (H): -0.030, atom 6 (H): -0.035

---

ORCA calculation (ωB97M-V/def2-TZVPD) on a structure of composition C14H47HfN2O14S at a distorted geometry.

XYZ file:
```
79
C14H47HfN2O14S ωB97M-V/def2-TZVPD
Hf -2.778 1.237 2.312
S -0.427 0.973 5.088
O 0.300 2.125 5.625
O -1.528 0.693 5.951
O -0.986 1.309 3.811
O 0.410 -0.220 4.943
C -1.869 4.534 -0.413
C -1.012 4.321 0.804
C -0.612 5.680 1.467
O -1.470 3.251 1.647
H -1.367 4.897 -1.310
H -2.778 5.120 -0.281
H -2.266 3.636 -0.886
H -0.098 3.893 0.392
H -0.009 5.509 2.359
H -1.480 6.302 1.685
H 0.090 6.189 0.807
C -0.283 -1.684 -0.497
C -0.332 -0.210 -0.026
C -0.932 0.642 -1.080
O -1.085 -0.094 1.222
H -1.150 -1.951 -1.102
H -0.111 -2.429 0.280
H 0.543 -1.885 -1.179
H 0.703 0.111 0.091
H -0.330 0.511 -1.979
H -0.921 1.660 -0.689
H -1.978 0.397 -1.265
O -3.938 1.679 0.409
H -3.616 1.184 -0.369
C 2.368 3.830 -2.742
C 2.901 3.647 -1.351
C 3.140 4.886 -0.475
O 4.261 5.520 -0.991
C 4.343 6.773 -0.307
N 2.044 2.713 -0.763
H 2.311 2.855 -3.225
H 3.043 4.479 -3.300
H 1.464 4.439 -2.737
H 3.873 3.176 -1.496
H 3.198 4.700 0.597
H 2.267 5.538 -0.499
H 5.148 7.303 -0.817
H 4.673 6.767 0.732
H 3.467 7.421 -0.336
H 1.231 3.247 -0.493
H 1.505 2.097 -1.354
C -1.821 -7.969 -2.102
C -2.527 -6.589 -1.628
C -1.607 -5.349 -1.797
O -0.647 -5.326 -0.662
C -1.245 -5.155 0.685
N -3.689 -6.489 -2.418
H -2.240 -8.747 -1.464
H -0.763 -7.784 -1.912
H -1.898 -8.414 -3.093
H -2.813 -6.811 -0.600
H -2.268 -4.483 -1.762
H -1.201 -5.280 -2.807
H -2.250 -4.742 0.591
H -0.638 -4.508 1.319
H -1.348 -6.003 1.362
H -4.088 -5.631 -2.065
H -3.277 -6.296 -3.320
O 2.726 -2.702 0.664
H 2.846 -2.048 -0.024
H 2.153 -3.361 0.271
O 0.901 -2.752 3.052
H 1.828 -2.846 3.272
H 0.899 -2.454 2.143
O 1.917 -4.780 -1.010
H 2.513 -5.241 -0.420
H 1.044 -4.984 -0.676
O -3.923 -0.925 1.513
H -4.655 -1.336 1.972
H -3.802 -1.458 0.727
O 3.450 1.300 1.006
H 3.088 1.931 0.384
H 3.412 0.461 0.546
```

Total charge: -1
HOMO energy (eV): -3.66

Löwdin population analysis, charges in e, atoms 1 to 6: atom 1 (Hf): 2.096, atom 2 (S): 0.104, atom 3 (O): -0.386, atom 4 (O): -0.411, atom 5 (O): -0.494, atom 6 (O): -0.374

---

What are the orbital gap values for these records? In order: 9.90, 8.16, 3.68 eV.
What are the LUMO level values for these records? In order: 0.35, -0.88, 0.01 eV.